Entry 1:
C33H38DyN4S | ωB97M-V with the def2-TZVPD basis set

The HOMO-LUMO gap (alpha / beta) is 0.1405 / 0.1615 Ha. Its spin multiplicity is 6. Its net charge is -1.

Geometry as XYZ:
```
77
Properties=species:S:1:pos:R:3:forces:R:3
Dy -0.3007 -0.4838 0.3646 -1.580 -1.235 -2.630
N 1.2158 -1.9583 1.5587 0.826 0.345 0.259
N 1.0281 0.9387 2.0651 1.012 1.126 -0.987
C -1.1166 1.8344 -1.1320 -0.603 -0.988 0.756
C -1.8317 1.7669 0.1023 -0.508 -0.581 -1.216
C -2.6583 0.5980 0.0718 0.480 0.458 -1.229
C -3.6927 0.2567 1.0822 -0.353 -0.276 0.362
H -3.6248 0.9295 1.9432 -0.065 -0.027 -0.070
H -3.5764 -0.7647 1.4689 -0.084 0.251 -0.086
H -4.7057 0.3564 0.6596 0.135 -0.020 0.110
C -2.3927 -0.0837 -1.1614 0.364 1.174 0.548
C -3.0295 -1.3242 -1.6568 -0.034 -0.600 -0.110
H -4.1133 -1.3078 -1.4838 0.154 -0.074 -0.131
H -2.6339 -2.2198 -1.1552 -0.195 0.044 -0.097
H -2.8326 -1.4354 -2.7302 -0.219 -0.032 0.115
C -1.3812 0.6456 -1.8607 -1.009 0.332 0.961
C -0.8183 0.2964 -3.1860 0.063 -0.067 -0.532
H -0.5663 -0.7695 -3.2405 0.027 0.123 -0.113
H 0.0899 0.8734 -3.3925 -0.054 -0.117 -0.007
H -1.5335 0.5078 -3.9963 0.142 -0.071 0.009
C -1.8644 2.7995 1.1650 -0.001 0.358 0.386
H -2.8295 3.3323 1.1888 0.224 -0.051 0.081
H -1.0712 3.5388 1.0067 -0.103 -0.022 0.118
H -1.7018 2.3503 2.1556 -0.064 0.189 -0.099
C -0.3754 2.9847 -1.6854 0.661 0.320 -0.158
H 0.6515 2.6965 -1.9326 -0.017 0.208 -0.092
H -0.3289 3.8175 -0.9794 -0.005 -0.050 -0.083
H -0.8356 3.3626 -2.6123 0.030 -0.073 0.196
C 1.6486 -3.2330 1.5127 -0.671 0.170 1.196
H 2.0312 -3.5923 0.5545 -0.137 0.121 0.262
C 1.5229 -4.0667 2.6206 0.589 0.190 -0.817
H 1.8370 -5.1034 2.5387 -0.021 0.123 0.124
C 1.0183 -3.5370 3.8141 -0.237 0.432 0.259
H 0.9546 -4.1712 4.6996 -0.097 0.153 -0.211
C 0.6092 -2.2163 3.8697 -0.173 -0.546 -0.308
H 0.1070 -1.7973 4.7356 0.288 -0.084 0.075
C 0.7159 -1.4141 2.7122 0.258 0.065 0.156
C 0.1892 -0.0505 2.6380 0.294 -0.847 1.295
H -0.4500 0.3160 3.4364 0.296 -0.118 0.038
C 1.5331 0.8441 0.7739 0.414 0.571 1.653
C 1.4472 2.1357 2.6647 -0.232 -1.236 -0.033
H 1.1448 2.3821 3.6649 0.064 0.107 0.061
C 2.2848 2.7181 1.8024 0.554 0.439 -0.405
H 2.8787 3.6056 1.9218 -0.043 0.018 -0.041
N 2.3418 1.9240 0.6528 0.122 0.538 0.835
C 3.0051 2.2239 -0.5620 -0.156 0.274 -0.576
C 2.9187 3.5175 -1.1120 0.125 -0.694 -0.303
C 3.3617 3.7038 -2.4262 0.230 -0.244 0.163
H 3.2717 4.6960 -2.8728 0.002 -0.240 0.075
C 3.8878 2.6551 -3.1754 -0.091 0.047 0.263
C 4.3151 2.8631 -4.5976 0.089 -0.004 -0.295
H 3.6769 2.2996 -5.2911 0.100 0.107 0.130
H 5.3446 2.5169 -4.7504 -0.150 0.088 -0.014
H 4.2604 3.9207 -4.8726 0.034 -0.151 0.002
C 4.0146 1.3974 -2.5818 0.012 0.244 0.145
H 4.4744 0.5895 -3.1575 -0.174 0.150 0.214
C 3.5970 1.1601 -1.2729 0.008 0.601 -0.208
C 3.8361 -0.1721 -0.6473 0.123 -0.902 -0.067
H 4.5517 -0.1061 0.1834 -0.185 0.082 -0.071
H 4.2702 -0.8452 -1.3972 -0.006 0.110 0.148
H 2.9258 -0.6444 -0.2542 0.318 0.212 -0.111
C 2.3066 4.6826 -0.4013 -0.215 0.606 0.042
H 3.0373 5.1822 0.2517 -0.171 -0.106 -0.082
H 1.4313 4.4245 0.2051 0.268 -0.040 -0.156
H 1.9833 5.4217 -1.1469 0.075 -0.143 0.207
S -1.6888 -2.6578 1.5354 -0.032 -0.394 0.315
C -2.9175 -3.8069 1.2342 -1.535 0.852 -0.614
N -2.6171 -5.1178 1.5604 1.529 0.128 0.598
C -3.4891 -6.1521 1.3824 -1.431 -0.907 -0.572
C -4.7259 -5.8967 0.8238 0.655 -0.515 0.362
C -5.0891 -4.5788 0.5166 -1.362 -0.576 -0.517
C -4.1899 -3.5390 0.7268 1.862 0.583 0.692
H -1.6926 -5.3033 1.9481 -0.539 0.365 -0.271
H -3.1284 -7.1309 1.6868 -0.199 0.136 -0.165
H -5.4007 -6.7228 0.6095 0.114 0.114 0.187
H -6.0721 -4.3621 0.1063 0.119 -0.116 0.032
H -4.4437 -2.5015 0.5091 0.094 -0.413 0.046
```
Forces are in eV/Å.

Entry 2:
C33H39BCl2N2O2S4SbTl | ωB97M-V with the def2-TZVPD basis set

The HOMO-LUMO gap is 0.2198 Ha. Its net charge is -2.

Geometry as XYZ:
```
85
Properties=species:S:1:pos:R:3:forces:R:3
Tl -0.0390 0.4863 -0.0886 0.056 -0.052 0.063
Cl -2.3806 -6.5026 1.5305 0.000 0.001 -0.008
C -2.3445 -4.7632 1.3050 -0.012 -0.002 0.000
C -3.4538 -4.1319 0.7311 0.017 0.003 0.002
C -3.4383 -2.7788 0.5466 0.002 0.002 0.011
Cl -4.8565 -2.0121 -0.1254 0.023 0.050 -0.084
C -2.3203 -1.9289 0.8884 -0.068 0.023 0.086
O -2.3390 -0.6901 0.6816 -0.048 -0.002 -0.028
C -1.2419 -2.6330 1.5284 0.027 -0.063 -0.048
C -0.0902 -1.9562 2.0903 0.011 -0.097 0.074
O 0.1753 -0.7611 2.0436 -0.010 0.125 -0.021
C -1.2651 -4.0237 1.7022 -0.008 -0.003 0.000
H -4.3202 -4.7095 0.4376 -0.001 0.000 0.006
H 0.5831 -2.6158 2.6614 0.026 0.003 -0.028
H -0.4012 -4.5053 2.1449 0.002 0.002 0.008
S 2.6729 -3.2372 0.3626 -0.015 0.016 -0.012
Sb 2.4517 -1.5678 -1.1764 0.062 0.018 -0.017
S 2.5428 0.5788 -0.1092 0.010 -0.067 -0.062
S 0.0892 -1.3531 -1.7152 -0.121 0.012 -0.004
S 3.7108 -1.6406 -3.0664 -0.011 -0.011 0.007
C 1.6311 2.6315 2.3198 -0.025 0.067 0.093
C 0.8404 3.2695 3.4635 0.005 -0.008 -0.015
C 0.4843 4.7217 3.1369 -0.026 -0.013 0.035
C -0.3277 2.4172 3.9457 0.021 -0.021 -0.038
C -0.2071 1.8626 5.2177 -0.009 0.008 -0.005
C -1.1918 1.0526 5.7516 0.001 -0.007 0.008
C -2.3273 0.7803 5.0119 -0.012 -0.011 -0.010
C -2.4954 1.3029 3.7335 -0.023 0.021 0.054
C -3.7605 0.9980 2.9546 0.010 -0.012 -0.036
C -4.3205 -0.3916 3.2551 0.003 0.007 -0.030
C -4.8405 2.0509 3.2288 -0.020 0.009 0.005
C -1.4851 2.1218 3.2101 0.075 0.007 -0.035
N -1.6605 2.6743 1.9000 -0.021 -0.053 0.027
B -1.2281 2.2064 0.6108 0.059 0.125 -0.123
N -1.7401 3.1848 -0.3029 -0.105 -0.108 -0.011
C -2.4585 4.1448 0.4075 0.047 0.058 0.006
C -2.4195 3.8316 1.7157 0.083 0.065 0.014
C -1.4386 3.3320 -1.6887 0.041 0.037 0.015
C -0.4357 4.2367 -2.0544 0.007 -0.021 0.010
C -0.1603 4.4081 -3.4071 0.000 0.010 0.013
C -0.8421 3.6788 -4.3628 0.002 -0.002 -0.006
C -1.7935 2.7477 -3.9773 0.003 -0.020 0.008
C -2.1075 2.5470 -2.6372 -0.009 0.018 -0.037
C -3.1375 1.5140 -2.2180 0.024 0.009 0.046
C -4.4844 2.1822 -1.9264 -0.002 0.009 0.005
C -3.2965 0.3857 -3.2323 0.015 0.009 0.011
C 0.3981 4.9676 -1.0186 -0.014 0.010 -0.017
C 0.2513 6.4847 -1.1443 0.006 -0.007 -0.009
C 1.8644 4.5383 -1.1050 -0.005 -0.005 -0.011
H 2.6163 3.0974 2.2367 -0.002 -0.013 -0.002
H 1.1291 2.7709 1.3618 0.026 0.036 0.051
H 1.7721 1.5597 2.4596 0.007 0.032 0.021
H 1.5144 3.3077 4.3254 0.004 -0.004 0.000
H -0.0739 4.7990 2.2055 -0.054 -0.004 -0.022
H 1.4027 5.3041 3.0223 -0.004 -0.005 -0.008
H -0.1124 5.1786 3.9308 -0.001 0.003 0.001
H 0.6918 2.0640 5.7893 -0.003 0.000 -0.002
H -1.0667 0.6220 6.7380 -0.003 0.001 0.003
H -3.0888 0.1316 5.4238 -0.011 -0.006 0.006
H -3.5075 1.0135 1.8943 0.016 0.008 -0.006
H -4.7985 -0.4313 4.2391 0.005 -0.005 0.000
H -3.5410 -1.1513 3.2145 0.025 -0.019 -0.012
H -5.0717 -0.6501 2.5076 -0.003 -0.001 0.006
H -5.1028 2.0586 4.2914 0.001 -0.003 0.004
H -5.7428 1.8167 2.6584 -0.007 0.001 -0.002
H -4.5176 3.0533 2.9488 -0.044 -0.062 0.021
H -2.9280 4.9838 -0.0804 -0.008 -0.006 -0.006
H -2.8476 4.3585 2.5523 0.024 0.011 -0.017
H 0.6211 5.0957 -3.7103 -0.001 -0.001 0.004
H -0.6060 3.8061 -5.4124 -0.002 -0.003 0.000
H -2.2804 2.1466 -4.7321 -0.006 -0.010 -0.014
H -2.8007 1.0527 -1.2867 0.014 -0.006 0.012
H -4.8769 2.6626 -2.8283 0.001 -0.003 -0.001
H -4.3914 2.9398 -1.1461 -0.004 -0.018 -0.010
H -5.2066 1.4351 -1.5901 -0.002 -0.002 0.006
H -3.7815 0.7298 -4.1512 -0.001 -0.009 0.001
H -3.9153 -0.4002 -2.8014 -0.044 -0.042 0.039
H -2.3305 -0.0549 -3.4841 0.001 -0.003 0.003
H 0.0341 4.6834 -0.0318 -0.011 -0.004 0.005
H 0.6067 6.8346 -2.1170 0.004 0.004 0.003
H 0.8364 6.9893 -0.3717 0.000 -0.003 0.001
H -0.7920 6.7897 -1.0385 -0.003 0.001 0.002
H 2.3042 4.8275 -2.0629 -0.002 0.000 -0.002
H 1.9715 3.4561 -1.0038 0.013 0.002 0.003
H 2.4445 5.0137 -0.3099 -0.001 -0.005 0.007
```
Forces are in eV/Å.

Entry 3:
C33H39N3PPtTe | ωB97M-V with the def2-TZVPD basis set

The HOMO-LUMO gap (alpha / beta) is 0.2568 / 0.1945 Ha. Its spin multiplicity is 5. Its net charge is +3.

Geometry as XYZ:
```
78
Properties=species:S:1:pos:R:3:forces:R:3
Pt 0.0291 1.1167 -1.7048 -0.265 -0.037 -0.074
C -4.8256 2.0903 1.1149 -0.009 -0.001 -0.008
C -5.3949 0.7187 0.8632 0.003 0.018 0.010
C -6.7746 0.5353 0.7642 -0.002 0.001 0.015
C -7.3242 -0.7167 0.5434 0.010 -0.006 0.000
C -6.5051 -1.8329 0.4146 -0.015 0.005 0.000
C -5.1332 -1.6807 0.4987 0.013 -0.006 -0.010
C -4.5958 -0.4160 0.7166 0.012 -0.005 -0.004
N -3.1548 -0.2872 0.7704 -0.016 0.014 -0.056
C -2.4165 0.1185 -0.2620 0.031 -0.070 0.143
N -3.1363 0.3906 -1.4178 0.066 0.032 -0.087
C -2.6831 0.5352 -2.6743 -0.045 -0.001 -0.020
C -1.2905 0.5724 -3.0176 0.031 0.013 0.047
C -0.9407 0.1180 -4.4052 -0.017 -0.028 0.010
C -1.9365 0.7137 -5.3532 0.024 0.012 -0.010
C -3.2552 0.8703 -4.9955 -0.018 -0.004 -0.022
C -3.6977 0.6707 -3.6922 0.007 0.009 0.023
C -5.1500 0.6636 -3.3284 0.007 -0.003 0.013
N -1.1246 0.2625 -0.2474 -0.024 0.061 -0.076
C -0.4040 -0.0564 0.9528 -0.017 -0.059 0.020
C -0.2107 0.9417 1.9036 0.005 0.017 -0.014
C 0.4371 0.6400 3.0911 0.020 0.005 0.024
C 0.8925 -0.6540 3.3077 -0.006 0.040 0.032
C 0.7209 -1.6335 2.3393 0.005 -0.028 -0.034
C 0.0681 -1.3597 1.1412 -0.021 -0.034 -0.022
C -0.1616 -2.4272 0.1080 0.004 0.005 0.012
H -5.4705 2.6452 1.7939 -0.007 0.003 -0.009
H -4.7638 2.6740 0.1920 0.010 -0.004 -0.002
H -3.8315 2.0537 1.5583 -0.001 -0.007 0.010
H -7.4250 1.3929 0.8834 -0.004 -0.001 0.000
H -8.3985 -0.8267 0.4840 -0.003 0.001 0.000
H -6.9340 -2.8127 0.2572 -0.001 -0.001 0.000
H -4.4737 -2.5349 0.4064 0.002 0.001 0.001
H -2.6701 -0.4602 1.6412 0.009 0.010 0.006
H -4.1458 0.3394 -1.2913 -0.001 0.000 0.003
H 0.0578 0.4600 -4.6711 0.001 -0.014 -0.002
H -1.6143 0.9487 -6.3600 0.000 0.008 0.003
H -3.9811 1.1378 -5.7540 0.004 -0.001 -0.004
H -5.7629 0.7751 -4.2190 0.001 0.004 -0.003
H -5.4090 1.4836 -2.6504 0.001 -0.002 0.003
H -5.4468 -0.2775 -2.8524 -0.001 0.000 -0.002
H -0.5948 1.9381 1.7181 -0.008 0.000 0.000
H 0.5559 1.4033 3.8486 0.002 -0.005 0.004
H 1.3551 -0.9136 4.2521 0.003 0.003 0.006
H 1.0735 -2.6410 2.5238 -0.001 -0.001 -0.001
H 0.4664 -3.2945 0.2991 -0.005 -0.002 0.008
H 0.0511 -2.0619 -0.8983 0.010 -0.007 0.007
H -1.1998 -2.7688 0.1190 -0.005 0.011 -0.007
C 5.3040 -0.4168 5.0428 0.030 0.019 0.048
Te 4.6939 0.3196 3.1542 0.136 -0.039 0.072
C 6.6161 -0.2333 2.4603 0.040 -0.025 0.014
C 7.3472 -0.8240 3.6402 -0.021 0.011 -0.003
C 8.6541 -1.2773 3.4906 0.038 -0.006 -0.019
C 9.3237 -1.8148 4.5756 -0.014 0.005 0.000
C 8.6944 -1.9026 5.8121 -0.014 0.007 -0.009
C 7.3945 -1.4536 5.9647 0.014 -0.016 0.033
C 6.7184 -0.9131 4.8752 -0.022 0.013 -0.007
H 4.5956 -1.1937 5.3385 -0.017 -0.011 -0.013
H 5.2103 0.4080 5.7541 -0.010 0.007 -0.014
H 7.0852 0.6674 2.0570 -0.006 0.009 0.005
H 6.4756 -0.9368 1.6362 -0.014 0.010 -0.004
H 9.1477 -1.2073 2.5294 0.003 -0.001 0.003
H 10.3400 -2.1650 4.4599 0.001 0.001 -0.006
H 9.2207 -2.3207 6.6589 -0.003 0.000 0.004
H 6.9074 -1.5202 6.9294 0.002 -0.002 0.001
C 1.0746 3.9551 -3.5238 0.005 -0.007 -0.009
P 1.4277 2.2701 -2.9994 0.084 0.070 -0.055
C -0.9495 -1.4254 -4.5021 -0.003 0.005 0.004
C 2.5897 1.5803 -4.1933 -0.007 0.005 0.023
H 0.6240 3.9404 -4.5205 -0.005 0.003 0.003
H 2.0020 4.5276 -3.5844 -0.003 0.001 -0.007
H 0.3925 4.4370 -2.8273 0.000 -0.003 0.005
H -0.7097 -1.7370 -5.5182 0.001 0.000 -0.001
H -1.9338 -1.8202 -4.2485 -0.003 -0.001 0.003
H -0.2089 -1.8498 -3.8237 0.006 0.002 -0.001
H 2.1427 1.5846 -5.1916 -0.001 0.001 -0.006
H 2.8654 0.5635 -3.9226 -0.007 -0.003 0.002
H 3.4847 2.2041 -4.2353 0.001 -0.002 0.006
```
Forces are in eV/Å.

Q: Which energy values were calculated for the entries above? A: -75716.2424, -122230.3913, -59126.0636, in eV.
Q: Which relative energy (zero: lowest compared OMol25 entry of this formula, charge and spin) values were calculated for the entries above? A: 0.0, 0.0, 64.0, in kJ/mol.